[1]
C5H9N3O | the ωB97M-V functional and the def2-TZVPD basis

Positions of all 18 atoms, in Å:
C 2.588 -0.123 -0.240
N 1.209 -0.428 -0.343
C 0.209 0.477 -0.224
C 0.200 1.814 0.088
C -1.147 2.237 0.176
N -1.994 1.256 -0.061
N -1.270 0.194 -0.285
O -1.815 -1.070 -0.696
C -1.846 -2.033 0.408
H 3.127 -0.926 -0.736
H 2.817 0.860 -0.634
H 2.928 -0.089 0.795
H 1.018 -1.274 -0.660
H 1.009 2.426 0.120
H -1.461 3.224 0.383
H -2.835 -2.331 0.289
H -1.746 -1.408 1.241
H -0.989 -2.807 0.377

Computed properties:
- multiplicity = 1
- Kohn-Sham gap (eV) = 8.50
- net charge = 0
- relative energy (zero: lowest compared OMol25 entry of this formula, charge and spin) (eV) = 4.665
- SMILES = CNc1ccnn1OC
- HOMO level (eV) = -7.72
- electronic energy (eV) = -11844.7433

[2]
C25H33NOS | the ωB97M-V functional and the def2-TZVPD basis

Positions of all 61 atoms, in Å:
C 4.373 1.639 0.825
C 4.813 0.194 1.056
C 5.065 -0.013 2.557
C 6.151 -0.038 0.339
C 3.759 -0.830 0.550
C 3.503 -0.750 -0.958
C 2.793 -1.991 -1.509
C 1.282 -1.987 -1.406
O 0.588 -2.080 -2.403
N 0.732 -1.908 -0.169
C -0.703 -2.140 -0.082
C -1.581 -1.046 -0.695
C -1.496 0.294 0.020
S -2.988 1.316 -0.417
C -4.364 0.410 0.230
C -5.605 0.699 -0.332
C -6.741 0.063 0.125
C -6.654 -0.875 1.142
C -5.423 -1.159 1.705
C -4.279 -0.518 1.260
C -0.336 1.185 -0.318
C 0.221 1.241 -1.590
C 1.231 2.145 -1.872
C 1.683 3.021 -0.901
C 1.131 2.976 0.368
C 0.134 2.062 0.656
C 1.521 -1.957 1.044
C 2.417 -0.737 1.282
H 5.144 2.320 1.179
H 4.208 1.831 -0.231
H 3.454 1.857 1.361
H 4.218 0.310 3.156
H 5.269 -1.059 2.775
H 5.926 0.572 2.871
H 6.108 0.271 -0.702
H 6.436 -1.087 0.380
H 6.934 0.545 0.819
H 4.184 -1.820 0.763
H 4.452 -0.665 -1.485
H 2.909 0.135 -1.190
H 3.007 -2.082 -2.575
H 3.176 -2.889 -1.016
H -0.932 -3.068 -0.621
H -0.967 -2.276 0.969
H -1.329 -0.939 -1.748
H -2.611 -1.409 -0.640
H -1.533 0.157 1.105
H -5.661 1.426 -1.128
H -7.698 0.294 -0.319
H -7.541 -1.380 1.494
H -5.346 -1.884 2.502
H -3.334 -0.747 1.726
H -0.124 0.584 -2.371
H 1.655 2.173 -2.866
H 2.457 3.739 -1.130
H 1.471 3.659 1.132
H -0.298 2.038 1.647
H 0.820 -2.032 1.878
H 2.136 -2.867 1.057
H 2.588 -0.676 2.356
H 1.881 0.160 0.969

Computed properties:
- multiplicity = 1
- Kohn-Sham gap (eV) = 8.72
- net charge = 0
- relative energy (zero: lowest compared OMol25 entry of this formula, charge and spin) (eV) = 0.124
- SMILES = CC(C)(C)[C@@H]1CCC(=O)N(CC[C@H](Sc2ccccc2)c2ccccc2)CC1
- HOMO level (eV) = -8.08
- electronic energy (eV) = -40834.7751

[3]
H24O12 | the ωB97M-V functional and the def2-TZVPD basis

Positions of all 36 atoms, in Å:
O 3.924 18.290 2.165
H 3.644 17.423 2.708
H 4.122 18.290 1.258
H 4.474 18.752 2.779
O 5.503 19.986 3.570
H 5.979 20.691 3.977
O 6.054 18.277 5.456
H 5.841 18.897 4.664
H 5.364 17.735 5.483
O 1.630 17.351 0.526
H 1.266 17.737 -0.219
H 2.206 16.717 0.008
O 3.900 16.031 3.555
H 3.085 15.528 3.905
H 4.698 15.453 3.470
O 1.118 18.707 3.415
H 0.439 19.405 3.440
H 0.838 17.898 3.036
O 2.646 18.293 5.535
H 1.896 18.065 4.744
H 3.020 19.049 5.403
O 7.853 19.390 2.306
H 6.934 19.485 2.649
H 8.201 20.230 1.861
O 3.574 20.828 5.253
H 4.265 20.691 4.491
H 4.137 20.888 5.964
O 4.542 21.876 1.759
H 4.292 22.381 2.580
H 4.886 21.202 2.301
O 4.653 19.030 0.366
H 5.587 19.298 -0.052
H 3.915 19.086 -0.377
O 6.531 17.110 1.396
H 7.210 16.464 1.093
H 6.883 18.008 1.303

Computed properties:
- multiplicity = 1
- Kohn-Sham gap (eV) = 8.64
- net charge = 0
- relative energy (zero: lowest compared OMol25 entry of this formula, charge and spin) (eV) = 6.273
- HOMO level (eV) = -9.22
- electronic energy (eV) = -24955.4213

[4]
C3H4NO2S | the ωB97M-V functional and the def2-TZVPD basis

Positions of all 11 atoms, in Å:
C -0.631 0.384 -1.157
C -0.218 0.551 1.106
C -1.092 -0.149 0.113
N 0.661 0.456 -1.267
O 2.529 1.028 0.512
O 1.613 -1.608 -0.259
S 1.290 0.233 0.321
H -1.266 0.406 -2.099
H -0.122 -0.045 2.052
H -2.070 -0.095 0.466
H -0.693 -1.161 0.212

Computed properties:
- multiplicity = 1
- Kohn-Sham gap (eV) = 7.83
- net charge = -1
- relative energy (zero: lowest compared OMol25 entry of this formula, charge and spin) (eV) = 5.557
- HOMO level (eV) = -3.73
- electronic energy (eV) = -19591.7289

Repeat the third record exactly.
H24O12 | the ωB97M-V functional and the def2-TZVPD basis

Positions of all 36 atoms, in Å:
O 3.924 18.290 2.165
H 3.644 17.423 2.708
H 4.122 18.290 1.258
H 4.474 18.752 2.779
O 5.503 19.986 3.570
H 5.979 20.691 3.977
O 6.054 18.277 5.456
H 5.841 18.897 4.664
H 5.364 17.735 5.483
O 1.630 17.351 0.526
H 1.266 17.737 -0.219
H 2.206 16.717 0.008
O 3.900 16.031 3.555
H 3.085 15.528 3.905
H 4.698 15.453 3.470
O 1.118 18.707 3.415
H 0.439 19.405 3.440
H 0.838 17.898 3.036
O 2.646 18.293 5.535
H 1.896 18.065 4.744
H 3.020 19.049 5.403
O 7.853 19.390 2.306
H 6.934 19.485 2.649
H 8.201 20.230 1.861
O 3.574 20.828 5.253
H 4.265 20.691 4.491
H 4.137 20.888 5.964
O 4.542 21.876 1.759
H 4.292 22.381 2.580
H 4.886 21.202 2.301
O 4.653 19.030 0.366
H 5.587 19.298 -0.052
H 3.915 19.086 -0.377
O 6.531 17.110 1.396
H 7.210 16.464 1.093
H 6.883 18.008 1.303

Computed properties:
- multiplicity = 1
- Kohn-Sham gap (eV) = 8.64
- net charge = 0
- relative energy (zero: lowest compared OMol25 entry of this formula, charge and spin) (eV) = 6.273
- HOMO level (eV) = -9.22
- electronic energy (eV) = -24955.4213